Formula: C24H35F3N3O11SSi
Source: the Open Molecules 2025 dataset
Level of theory: ωB97M-V/def2-TZVPD

```
78
Properties=species:S:1:pos:R:3:forces:R:3
C -2.0558 0.7352 -1.1299 -0.036 -0.929 0.740
Si -1.5354 1.9948 -2.4915 -0.438 -0.495 -1.023
C -2.2759 1.3594 -4.1943 0.217 0.689 -0.197
C -2.3947 3.7076 -2.1717 -0.332 1.024 0.974
O 0.2499 2.1166 -2.5562 -1.483 1.120 1.683
C 0.5924 2.9826 -1.4174 -0.051 -0.391 0.636
C 1.9946 2.5182 -0.6332 -0.947 0.618 0.376
C 1.7426 2.9621 0.9596 -0.591 -0.419 2.439
C 0.8812 1.8503 1.8570 1.286 4.514 2.423
C 0.5688 2.2739 3.4144 1.775 2.073 -1.994
C -0.2999 1.3782 4.4914 0.213 0.754 -0.160
C -0.1480 -0.2443 4.3118 -0.364 0.133 0.292
C -1.0622 -0.8588 3.0536 1.435 -0.166 -0.145
C -0.0381 -1.8830 2.2201 -0.337 1.439 0.409
N -0.5990 -2.3160 0.8779 1.137 -1.133 1.146
C 1.1339 3.7304 3.9654 0.081 -2.207 -3.439
N 1.9154 4.6634 3.0536 -1.815 -4.302 -0.863
N 2.3022 5.8932 3.6346 -4.976 3.939 -1.808
C 1.3205 6.7912 3.1997 0.090 4.942 -5.720
O 0.7302 7.7526 2.4369 4.875 -8.548 7.291
C 2.2558 4.3896 1.5977 -1.425 -4.288 0.457
S 3.1765 5.5838 0.4797 -0.625 -0.652 1.059
H -1.9293 1.1112 -0.0271 -0.304 -0.683 -1.985
H -1.4086 -0.2464 -1.2380 -1.358 1.840 0.183
H -3.1922 0.4299 -1.2626 2.408 0.659 0.300
H -3.3790 1.8065 -4.2500 2.321 -1.274 0.079
H -1.6495 1.9050 -5.0256 -1.268 -1.307 1.307
H -2.2405 0.1931 -4.2948 -0.195 2.329 -0.039
H -1.6358 4.6070 -2.0924 -1.624 -1.720 -0.181
H -2.9348 3.5994 -1.1179 1.054 0.419 -2.145
H -3.2190 3.9779 -2.9608 1.690 -0.587 1.473
H -0.2659 2.8125 -0.6053 1.802 0.894 -1.418
H 0.6616 4.0933 -1.7837 -0.129 -2.038 0.962
H 2.0359 1.3428 -0.7630 0.104 2.470 0.628
H 2.9493 3.0497 -1.0628 -1.979 -1.169 0.891
H 0.4935 0.8266 1.4114 0.973 2.399 0.942
H 0.0719 1.7071 5.5738 -0.823 -0.680 -2.362
H -1.4309 1.7284 4.3633 2.404 -0.832 0.297
H -0.4913 -0.7280 5.3428 0.753 1.045 -2.273
H 1.0017 -0.4883 4.1725 -2.380 0.440 0.216
H -1.3333 0.0015 2.3055 0.135 -1.614 1.523
H -2.0296 -1.4118 3.4446 2.056 1.272 -0.928
H 0.1854 -2.7884 2.9521 -0.281 1.795 -1.846
H 0.9332 -1.2271 2.0065 -1.567 -1.528 0.883
H -0.3523 -1.6533 0.1075 -0.315 -0.758 1.416
H -0.0566 -3.1980 0.6393 -1.230 1.524 0.237
H 0.9159 4.0431 5.0908 0.758 -0.359 -2.858
H 4.5523 5.2801 0.4260 -1.439 -0.421 0.758
C 3.8800 -3.4851 0.5901 0.877 0.054 1.086
C 3.9158 -4.1473 -0.7448 0.512 -1.082 -0.183
O 2.6021 -3.9841 -1.2289 -0.284 1.149 0.336
C 2.1542 -2.8311 -0.6574 -1.792 1.368 -0.622
O 1.1735 -2.2142 -1.0387 2.627 -1.220 0.293
O 2.9432 -2.4453 0.3915 -0.984 0.035 -1.042
F 4.1624 -5.4706 -0.6202 0.083 0.039 -0.163
H 3.5216 -4.1498 1.3833 0.048 -0.116 -0.259
H 4.8545 -3.0843 0.8818 -0.261 0.105 -0.066
H 4.6258 -3.7002 -1.4487 -0.045 -0.196 -0.004
C 1.8565 -2.6887 -4.1961 -0.210 -0.790 1.023
C 1.9061 -1.2431 -4.5559 0.327 0.513 0.059
O 2.0305 -1.2571 -5.9599 -0.601 -0.512 0.167
C 1.4096 -2.4023 -6.3594 -0.964 -1.045 -3.318
O 1.0694 -2.6313 -7.5082 0.904 0.553 2.934
O 1.2073 -3.2608 -5.3137 0.035 0.616 -0.819
F 3.0068 -0.6544 -4.0366 0.219 0.345 0.245
H 2.8518 -3.1328 -4.0880 0.043 0.269 -0.062
H 1.2902 -2.8698 -3.2786 -0.013 -0.040 -0.349
H 1.0117 -0.6788 -4.2710 0.200 0.113 0.057
C -4.5819 -4.0022 1.0438 -0.089 -1.062 -0.755
C -5.1191 -3.4557 2.3223 -0.101 -0.441 0.772
O -4.3923 -2.2613 2.5013 -0.122 0.254 -0.856
C -4.0884 -1.8391 1.2420 1.223 2.516 -1.159
O -3.7084 -0.7121 0.9711 -0.939 -2.597 0.738
O -4.2689 -2.8309 0.3172 0.075 1.122 0.696
F -4.8406 -4.2826 3.3549 -0.134 -0.050 0.243
H -3.6721 -4.5952 1.1856 -0.122 0.102 0.236
H -5.3172 -4.6101 0.5098 0.130 0.243 -0.048
H -6.1915 -3.2344 2.3003 0.099 -0.075 0.180
```
Forces are in eV/Å.

Results
E_HOMO: -11.4722 eV
E_LUMO: -5.19 eV
total charge: +1